# 1
# C22H28N6OS

An isolated molecule of C22H28N6OS (the ωB97M-V functional and the def2-TZVPD basis, the Open Molecules 2025 dataset).

Each line ends with the Löwdin charge.
CARTESIAN COORDINATES (ANGSTROEM)
C1 7.06075 -0.00041 -0.39205  -0.1001
H1 7.18590 -1.07017 -0.59240  0.0944
O1 6.24760 0.61583 -1.35612  -0.0954
C2 4.95813 0.16956 -1.49326  -0.2930
C3 4.37283 -0.83842 -0.74243  -0.0367
C4 3.05105 -1.19352 -0.95052  -0.0330
C5 2.27167 -0.57186 -1.92607  -0.2348
C6 2.88522 0.42661 -2.69487  -0.0267
C7 4.19270 0.79474 -2.47509  -0.0112
H2 4.65175 1.56906 -3.06948  0.1197
H3 2.33793 0.91256 -3.48712  0.1092
N1 0.96178 -0.93137 -2.18020  -0.0875
C8 0.32937 -2.06885 -1.56735  -0.1371
C9 -0.45869 -1.65557 -0.31470  -0.1240
N2 -1.19875 -0.41614 -0.53644  -0.1376
C10 -1.32552 -0.07018 -1.93479  -0.1536
C11 0.01423 0.03447 -2.69387  -0.1543
H4 0.41987 1.03977 -2.57139  0.0605
H5 -0.17003 -0.13460 -3.76577  0.1245
H6 -1.95136 -0.84403 -2.39321  0.1189
H7 -1.85928 0.87930 -2.01458  0.1239
C12 -0.90636 0.67037 0.39616  -0.2554
C13 -1.35907 0.20390 1.74188  -0.2444
N3 -0.65528 0.03277 2.83732  0.0866
N4 -1.49722 -0.41192 3.75958  -0.0295
N5 -2.66969 -0.52601 3.29477  0.0506
N6 -2.63922 -0.15462 2.01583  -0.0197
C14 -3.80169 -0.10725 1.16502  -0.2470
H8 -3.43439 -0.23119 0.14336  0.1353
C15 -4.81378 -1.20020 1.56202  -0.1283
C16 -6.10400 -0.46393 1.93747  -0.1861
C17 -5.61672 0.90906 2.38819  -0.1933
H9 -5.16763 0.83507 3.37925  0.1088
H10 -6.40884 1.65493 2.41318  0.1081
C18 -4.54078 1.23063 1.35613  -0.1329
H11 -5.00115 1.52693 0.41281  0.1167
H12 -3.86719 2.02539 1.67681  0.1159
H13 -6.74787 -0.35786 1.06261  0.1097
H14 -6.66030 -0.98638 2.71254  0.1085
H15 -4.42903 -1.73930 2.42707  0.0994
H16 -4.96862 -1.91067 0.75179  0.1095
C19 0.50793 1.17633 0.43793  -0.4617
C20 1.58374 0.71693 1.13090  -0.1372
C21 2.75333 1.47866 0.90727  -0.1750
C22 2.55788 2.50614 0.04783  -0.3950
S1 0.93352 2.57628 -0.50114  1.0464
H17 3.26198 3.23121 -0.30733  0.0686
H18 3.69772 1.26565 1.37324  0.1068
H19 1.54138 -0.10948 1.81512  0.1008
H20 -1.55430 1.50770 0.09853  0.1428
H21 -1.17094 -2.44906 -0.04689  0.1233
H22 0.22855 -1.51766 0.52187  0.1080
H23 1.07089 -2.82618 -1.31840  0.1178
H24 -0.35350 -2.50824 -2.30447  0.1234
H25 2.63638 -1.96489 -0.32101  0.1040
H26 4.92595 -1.35519 0.02649  0.1059
H27 6.66186 0.13257 0.61976  0.0909
H28 8.02938 0.49270 -0.46174  0.0916

Properties
energy relative to the best compared isomer or geometry (same formula, charge and spin): 189.3 kJ/mol
HOMO-LUMO gap: 7.67 eV
structure (SMILES): COc1ccc(N2CCN([C@H](c3cccs3)c3nnnn3C3CCCC3)CC2)cc1
2S+1: 1
net charge: 0

=====

# 2
# C2H5N3S

An isolated molecule of C2H5N3S (the ωB97M-V functional and the def2-TZVPD basis, the Open Molecules 2025 dataset).

Each line ends with the Löwdin charge.
CARTESIAN COORDINATES (ANGSTROEM)
C1 -1.26619 0.55598 -0.11862  -0.3156
C2 0.88771 0.43132 0.93744  -0.3738
H1 0.07551 -2.31012 -0.70265  -0.1359
H2 -1.40669 1.20810 0.74891  0.1117
H3 -1.81558 -0.16974 -1.76256  0.0162
H4 0.37252 1.06796 1.64006  0.1050
H5 2.55962 -0.26779 0.36087  0.0132
N1 0.04532 0.00479 -0.06164  -0.4434
N2 -2.17870 0.40432 -0.98980  0.0922
N3 2.13580 0.26988 1.13021  0.0861
S1 0.59069 -1.19469 -1.18221  0.8443

Properties
energy relative to the best compared isomer or geometry (same formula, charge and spin): 163.3 kJ/mol
HOMO-LUMO gap: 10.15 eV
structure (SMILES): [H]/N=C\N(S)/C=N\[H]
2S+1: 1
net charge: 0